No. 1
The following is a DFT calculation (the ωB97M-V functional and the def2-TZVPD basis) of a structure of composition C15H23BN6SiTc at a distorted geometry.

Geometry as XYZ:
```
47
Properties=species:S:1:pos:R:3:forces:R:3
H -2.6018 -2.6547 0.5791 -0.11 -0.05 0.07
N -0.4957 -2.5570 0.3672 -0.22 -0.66 -0.76
B 1.9754 -2.9671 0.1112 0.69 0.02 0.27
N 0.5322 -3.5058 0.3909 -0.72 0.96 -0.02
C -0.0045 -4.6969 0.7292 -0.26 1.24 -0.39
Tc -0.1595 -0.7147 -0.3732 2.95 -0.53 2.87
H 0.6242 -5.5626 0.8640 0.01 -0.01 -0.08
C -1.3933 -4.5490 0.8547 0.08 1.00 -0.17
H -2.1105 -5.3123 1.0742 -0.10 -0.18 0.14
C -1.6733 -3.1979 0.6094 1.13 -1.01 0.02
H 2.7928 -3.8443 0.2133 -0.27 0.26 0.06
C 0.8076 3.8681 0.5312 0.90 1.06 -2.30
H 0.3105 4.4350 -0.2810 0.16 -0.08 0.76
H 0.8083 2.8623 0.2180 0.22 -1.50 -0.44
H 1.8283 4.2212 0.6394 0.09 0.00 -0.09
N 2.2429 -1.7975 1.1178 -0.08 -0.18 0.00
N 2.1204 -2.3128 -1.3204 -0.95 1.08 -0.31
N 1.4680 -0.6821 1.1790 -0.48 0.07 -0.69
N 1.2965 -1.2126 -1.6280 0.02 -0.91 0.07
C 3.2435 -1.7031 2.0054 -0.90 0.20 -0.64
C 2.9728 -2.4703 -2.3478 -0.65 0.33 0.28
H 3.9309 -2.5192 2.0215 0.48 -0.11 0.44
H 3.7521 -3.2341 -2.3005 -0.41 0.26 -0.09
C 3.1173 -0.4971 2.6675 -0.04 0.36 0.16
C 2.6782 -1.5219 -3.3446 -0.62 0.26 0.71
C 2.0026 0.1495 2.1271 0.28 -1.69 -0.71
C 1.6233 -0.7424 -2.8519 0.79 -0.97 -0.18
H 3.7644 -0.1595 3.4507 0.06 0.25 0.13
H 3.1496 -1.4374 -4.2988 0.22 0.13 -0.24
H 1.5751 1.1071 2.3435 -0.14 0.19 0.06
H 1.0782 0.0965 -3.2739 0.22 -0.24 -0.03
H 0.3392 3.9176 1.4428 -1.38 0.45 2.06
C -4.6565 2.8937 -0.2493 0.51 -0.50 0.33
Si -3.7932 2.2887 -1.8357 -2.59 2.73 -1.18
C -5.1272 1.6526 -3.0330 0.15 -0.57 -0.10
C -2.9003 3.7515 -2.6788 0.52 -0.38 0.13
C -2.5102 1.0879 -1.4460 3.58 -3.25 1.99
C -1.5946 0.2873 -1.0108 -3.44 1.96 -2.45
H -5.3951 3.6684 -0.5145 0.32 -0.30 -0.06
H -3.9421 3.3228 0.4718 -0.21 -0.01 -0.32
H -5.1796 2.0856 0.2885 0.09 0.24 -0.33
H -5.8584 2.4706 -3.1356 0.28 -0.13 0.13
H -4.7758 1.4112 -4.0499 0.11 0.22 0.41
H -5.6893 0.7651 -2.6989 0.25 0.35 0.13
H -2.0333 4.0895 -2.0896 -0.34 0.00 -0.06
H -2.5046 3.5014 -3.6769 -0.29 -0.03 0.30
H -3.5925 4.6000 -2.7910 0.10 -0.35 0.12
```
Forces are in eV/Å.

Output
⟨S²⟩: 3.808
Total charge: +2
Relative energy (zero: lowest compared OMol25 entry of this formula, charge and spin) (eV): 0.763
Spin multiplicity: 4
Gap between HOMO and LUMO (alpha / beta) (eV): 6.712 / 6.360
Highest occupied orbital energy (alpha / beta) (eV): -15.80 / -15.80
M (g mol⁻¹): 424.29

---

No. 2
The following is a DFT calculation (the ωB97M-V functional and the def2-TZVPD basis) of a cluster of 3 separate species, C15H23ClFIO9 in total at a distorted geometry.

Geometry as XYZ:
```
50
Properties=species:S:1:pos:R:3:forces:R:3
C 4.5843 -2.2721 1.5326 -0.26 0.43 0.43
O 4.6517 -0.8968 1.1921 0.17 0.07 0.07
C 4.6236 -0.6511 -0.1781 -0.10 -0.19 -0.42
C 3.4456 -1.2769 -0.9309 0.62 -0.24 0.11
O 2.2103 -1.2567 -0.2292 -0.03 0.12 -0.14
C 1.2388 -0.4365 -0.7280 -0.21 0.47 0.22
F 1.0128 -0.7461 -2.0837 0.19 -0.15 -0.23
C -0.1047 -0.7655 -0.0604 -0.03 -0.31 -0.12
C -0.0526 -1.3107 1.3379 0.87 -1.56 1.23
O 0.5175 -2.2979 1.7275 -1.16 1.91 -0.82
Cl -1.0936 -0.3777 2.5039 0.18 -0.24 -0.34
C 1.5482 1.0643 -0.7301 -0.25 -0.24 0.13
C 1.1756 1.8748 0.4946 0.42 0.92 -0.33
C 1.4781 3.3639 0.2002 -0.11 -0.47 0.83
I 2.2854 1.3531 2.2589 -0.19 -0.14 -0.03
H 5.1242 -2.3892 2.4658 0.22 -0.08 0.06
H 5.0191 -2.9100 0.7676 0.11 -0.14 -0.11
H 3.5488 -2.5437 1.7295 -0.17 -0.22 -0.23
H 5.5203 -1.0710 -0.6533 0.12 -0.04 -0.11
H 4.6741 0.4189 -0.3556 -0.13 0.26 0.39
H 3.6858 -2.3234 -1.0904 -0.20 -0.24 -0.02
H 3.3882 -0.8268 -1.9186 -0.20 0.12 -0.10
H -0.7893 0.0675 -0.1489 -0.02 0.22 0.15
H -0.5254 -1.5670 -0.6646 0.00 -0.25 0.00
H 0.9423 1.4627 -1.5435 -0.09 0.12 -0.12
H 2.5849 1.2591 -0.9906 0.21 -0.17 -0.06
H 0.1176 1.8252 0.7194 0.15 -0.48 0.25
H 1.3687 3.5872 -0.8564 -0.07 0.12 -0.16
H 0.8026 3.9671 0.7991 -0.16 0.22 -0.11
H 2.4732 3.6123 0.5489 0.29 0.12 -0.35
O -1.7715 2.4481 0.1756 -0.19 -0.05 0.05
C -1.9537 2.9326 -0.8945 -0.02 0.07 -0.05
O -2.2651 4.2254 -1.1113 0.00 0.01 -0.07
C -2.1689 4.4807 -2.5182 0.01 0.09 -0.13
C -2.3602 3.0985 -3.1084 -0.05 0.03 -0.15
O -1.8640 2.2546 -2.0611 0.01 0.02 -0.05
H -2.9296 5.1918 -2.8271 -0.06 0.00 0.16
H -1.1820 4.8944 -2.7316 0.01 -0.03 0.01
H -3.4098 2.8585 -3.2834 -0.01 0.01 0.04
H -1.7984 2.9374 -4.0241 0.10 -0.11 0.09
O -6.5374 -4.8027 2.2895 -0.17 -0.11 0.03
C -5.5806 -4.1506 2.0424 0.12 0.08 0.00
O -5.3950 -3.4593 0.8889 0.06 0.03 0.01
C -4.2475 -2.6196 1.0488 0.05 0.11 -0.04
C -3.4775 -3.3318 2.1393 0.21 0.03 0.00
O -4.5196 -3.9876 2.8690 0.00 0.05 -0.09
H -3.6993 -2.5432 0.1131 -0.11 -0.11 -0.07
H -4.5763 -1.6242 1.3530 0.00 -0.01 0.03
H -2.7955 -4.0873 1.7439 -0.03 -0.01 -0.01
H -2.9242 -2.6528 2.7805 -0.09 -0.05 0.16
```
Forces are in eV/Å.

Output
Total charge: 0
Spin multiplicity: 1
Gap between HOMO and LUMO (eV): 9.235
Highest occupied orbital energy (eV): -9.04
SMILES string: COCCO[C@@](F)(CC(=O)Cl)C[C@H](C)I.O=C1OCCO1.O=C1OCCO1
M (g mol⁻¹): 528.70

---

No. 3
The following is a DFT calculation (the ωB97M-V functional and the def2-TZVPD basis) of the molecule C15H23ClN4O4S.

Geometry as XYZ:
```
48
Properties=species:S:1:pos:R:3:forces:R:3
C 2.2605 0.0426 -0.0441 0.00 0.00 0.00
O 1.3030 1.0882 -0.0811 0.00 0.00 0.00
C 0.9320 1.5142 -1.3896 0.00 -0.01 0.00
C 0.0603 0.4400 -2.0674 0.00 0.00 0.00
O 0.1051 0.2274 -3.2656 0.00 0.00 0.00
N -0.7718 -0.1938 -1.2115 0.01 0.00 0.00
C -1.6275 -1.2904 -1.6151 0.08 0.03 -0.02
C -1.0382 -2.6390 -1.1942 -0.13 -0.09 0.03
C -1.9486 -3.7927 -1.5914 0.00 0.00 0.00
O -1.9921 -3.8159 -3.0110 0.00 0.00 0.00
N -0.7368 -2.6906 0.2375 0.09 0.16 -0.01
C -1.6281 -2.3324 1.2008 -0.04 -0.09 0.00
O -2.8203 -2.1988 0.9906 0.00 0.00 0.00
C -1.0214 -2.0369 2.5620 0.00 0.00 0.00
C -0.6429 -0.5876 2.6146 0.00 0.00 0.00
C -1.4688 0.5301 2.3822 0.00 0.00 -0.01
C -0.6149 1.5935 2.5435 0.00 0.00 0.01
Cl -0.9121 3.2719 2.4261 0.00 0.00 0.00
N 0.6054 1.1190 2.8484 0.00 0.00 0.00
C 1.8389 1.8606 3.0035 0.00 0.00 0.00
N 0.6039 -0.2254 2.8824 0.00 0.00 0.00
C 0.1479 2.8091 -1.1949 0.00 0.01 0.00
C 1.1509 3.8598 -0.7318 0.00 0.00 0.00
S 2.7239 3.4834 -1.5835 0.00 0.00 0.00
C 2.1195 1.9063 -2.2574 0.00 0.00 -0.01
H 2.2249 -0.3807 0.9578 0.00 0.00 0.00
H 2.0253 -0.7419 -0.7729 0.00 0.00 0.00
H 3.2671 0.4200 -0.2415 0.00 0.00 0.00
H -0.6872 0.0351 -0.2316 0.00 0.00 0.00
H -2.6143 -1.1648 -1.1730 0.00 0.00 0.00
H -1.7142 -1.2702 -2.6985 0.00 0.00 0.00
H -0.0861 -2.7701 -1.7138 0.00 0.00 0.00
H -1.5341 -4.7243 -1.1922 0.00 0.00 0.00
H -2.9401 -3.6380 -1.1583 0.00 0.00 0.00
H -2.7002 -4.4004 -3.2931 0.00 0.00 0.00
H 0.2346 -2.6678 0.4991 0.00 0.00 0.00
H -1.7768 -2.2685 3.3115 0.00 0.00 0.00
H -0.1322 -2.6376 2.7548 0.00 0.00 0.00
H -2.5199 0.5526 2.1532 0.00 0.00 0.00
H 1.6880 2.6988 3.6806 0.00 0.00 0.00
H 2.5699 1.1775 3.4251 0.00 0.00 0.00
H 2.1842 2.2238 2.0351 0.00 0.00 0.00
H -0.2936 3.0894 -2.1529 0.00 0.00 0.00
H -0.6554 2.6703 -0.4698 0.00 0.00 0.00
H 0.8300 4.8674 -0.9877 0.00 0.00 0.00
H 1.3042 3.8039 0.3442 0.00 0.00 0.00
H 2.9172 1.1671 -2.2451 0.00 0.00 0.00
H 1.7808 2.0160 -3.2840 0.00 0.00 0.00
```
Forces are in eV/Å.

Output
Total charge: 0
Relative energy (zero: lowest compared OMol25 entry of this formula, charge and spin) (eV): 0.225
Spin multiplicity: 1
Gap between HOMO and LUMO (eV): 9.095
Highest occupied orbital energy (eV): -8.53
SMILES string: CO[C@@]1(C(=O)NC[C@H](CO)NC(=O)Cc2cc(Cl)n(C)n2)CCSC1
M (g mol⁻¹): 390.89

---

No. 4
The following is a DFT calculation (the ωB97M-V functional and the def2-TZVPD basis) of a structure of composition C15H23ClOV at a distorted geometry.

Geometry as XYZ:
```
41
Properties=species:S:1:pos:R:3:forces:R:3
C -4.8319 3.5845 -3.0243 -1.49 1.09 -0.97
C -5.9596 2.6243 -3.4254 0.18 -0.19 0.12
C -5.3615 4.6602 -2.0670 0.19 -0.12 0.17
C -4.2213 4.2369 -4.2719 0.24 -0.14 0.10
Cl -3.5508 2.6444 -2.1810 0.58 -0.42 0.39
H -6.1510 5.2584 -2.5445 0.26 -0.28 -0.01
H -4.5560 5.3402 -1.7708 -0.13 -0.09 -0.02
H -5.7843 4.2002 -1.1679 0.06 0.09 -0.12
H -6.7689 3.1597 -3.9430 0.34 0.00 0.18
H -6.3863 2.1420 -2.5400 0.05 0.05 -0.14
H -5.5806 1.8508 -4.1015 -0.08 0.09 0.10
H -4.9734 4.8241 -4.8188 0.10 -0.23 0.30
H -3.8310 3.4723 -4.9515 -0.04 0.13 0.08
H -3.4053 4.9110 -3.9918 -0.11 -0.09 -0.07
C -0.4787 -1.2898 1.9010 -0.41 0.57 -0.31
C -0.6806 0.0949 2.2507 -0.38 -0.36 -0.21
C -1.7785 0.5944 1.4592 0.08 -0.68 -0.13
H -0.1546 0.6465 3.0240 -0.23 -0.24 -0.14
C -2.2562 -0.4846 0.6348 0.93 0.30 0.96
C -1.4578 -1.6468 0.9152 0.03 1.11 0.88
H -1.6566 -2.6514 0.5569 0.32 0.24 -0.28
H 0.2564 -1.9550 2.3465 -0.15 0.15 -0.13
H -2.2056 1.5906 1.5188 0.07 -0.19 -0.07
H -3.1035 -0.4277 -0.0423 0.23 0.04 -0.05
C 1.8916 0.6669 -1.1113 -0.29 0.91 1.19
C 2.1825 0.5662 0.2933 -0.48 0.45 -0.43
C 1.3977 1.5585 0.9800 0.17 0.04 -0.28
H 2.9038 -0.1021 0.7554 -0.16 0.13 -0.11
C 0.5981 2.2487 0.0021 0.37 -0.29 -0.37
C 0.9013 1.6935 -1.2895 0.49 -0.12 1.29
H 0.4876 2.0283 -2.2349 -0.11 -0.16 0.12
H 2.3969 0.1334 -1.9052 -0.30 -0.22 0.10
H 1.4503 1.7926 2.0424 0.07 -0.02 -0.46
H -0.0662 3.0873 0.1949 0.09 -0.24 -0.06
V -0.0323 0.1244 0.1625 -0.22 -2.07 -2.30
C 1.3160 -2.7050 -1.1956 0.66 -0.56 0.06
O 0.3541 -1.6608 -1.3880 -0.60 1.23 0.52
H 1.8111 -2.5026 -0.2429 -0.04 -0.13 -0.16
H 2.0675 -2.7246 -2.0007 -0.35 0.16 0.23
H 0.8195 -3.6760 -1.1530 0.04 0.10 0.07
H -0.2870 -1.8960 -2.0684 0.01 -0.04 -0.06
```
Forces are in eV/Å.

Output
⟨S²⟩: 0.810
Total charge: +2
Spin multiplicity: 2
Gap between HOMO and LUMO (alpha / beta) (eV): 5.607 / 6.084
Highest occupied orbital energy (alpha / beta) (eV): -15.31 / -15.31
M (g mol⁻¹): 305.74